No. 1
Density functional theory data (ωB97M-V/def2-TZVPD) for a 2-piece molecular cluster, C4H3I overall in a non-equilibrium geometry.

HOMO energy (eV): -9.85
DFT total energy (eV): -12292.739
Kohn-Sham gap (eV): 10.46

The geometry in ORCA input format:
```
! wB97M-V def2-TZVPD RIJCOSX def2/J DEFGRID3
* xyz 0 1
C 2.44141 -1.77545 -0.27112
C 1.70452 -0.78689 -0.25343
C 1.04214 0.40552 -0.15699
C 0.52372 1.43724 0.14527
H 2.66312 -2.73086 -0.38293
H 0.14282 2.43417 0.15633
I -3.53761 0.66450 0.62173
H -4.98013 0.35175 0.14114
*
```

Calculated atomic charges, method Löwdin, unit e: atom 1 (C): 0.160, atom 2 (C): -0.137, atom 3 (C): -0.171, atom 4 (C): 0.121, atom 5 (H): -0.017, atom 6 (H): 0.041, atom 7 (I): 0.405, atom 8 (H): -0.403



No. 2
Density functional theory data (ωB97M-V/def2-TZVPD) for a 2-piece molecular cluster, C2H3IN overall in a non-equilibrium geometry.

HOMO energy (eV): -15.89
DFT total energy (eV): -11702.228
Kohn-Sham gap (eV): 8.13

The geometry in ORCA input format:
```
! wB97M-V def2-TZVPD RIJCOSX def2/J DEFGRID3
* xyz 1 1
C 0.53999 -1.38918 0.83964
C -0.48051 2.06633 -0.86027
N -0.68360 0.98130 -0.58688
I -0.24222 -2.46633 -0.64518
H 1.43506 -0.83756 0.87402
H -0.03767 -1.44557 1.63122
H -0.53105 3.09100 -1.25255
*
```

Calculated atomic charges, method Löwdin, unit e: atom 1 (C): -0.308, atom 2 (C): -0.032, atom 3 (N): 0.040, atom 4 (I): 1.240, atom 5 (H): 0.026, atom 6 (H): -0.059, atom 7 (H): 0.093



No. 3
Density functional theory data (ωB97M-V/def2-TZVPD) for one molecule with the formula C21H21N3O3S.

HOMO energy (eV): -8.23
DFT total energy (eV): -43567.466
Kohn-Sham gap (eV): 8.72

The geometry in ORCA input format:
```
! wB97M-V def2-TZVPD RIJCOSX def2/J DEFGRID3
* xyz 0 1
O 0.01749 1.90263 0.90516
C 0.57364 1.98251 -0.16974
C -0.16300 2.53417 -1.39118
S -1.88720 1.98302 -1.30228
C -1.57208 0.28085 -1.02184
N -0.35292 -0.11225 -1.14464
C -0.05337 -1.41129 -0.84129
C 1.27360 -1.84955 -0.90832
C 1.58264 -3.14929 -0.58205
C 0.58704 -4.04466 -0.19269
C -0.72343 -3.63066 -0.12696
C -1.05676 -2.31355 -0.44855
C -2.43829 -1.86029 -0.36323
O -3.38645 -2.54829 -0.04591
N -2.62446 -0.50728 -0.68358
C -3.96395 0.03252 -0.54472
C -4.19647 0.57175 0.86559
C -5.60528 1.15042 1.00808
O -5.84600 1.67633 2.28821
N 1.87477 1.66263 -0.36880
C 2.59115 1.79788 -1.63430
C 4.04501 1.39341 -1.33820
C 3.95720 0.79065 0.03277
C 4.91979 0.12301 0.75626
C 4.59643 -0.34542 2.02331
C 3.33115 -0.13735 2.54463
C 2.35566 0.53790 1.82507
C 2.68285 0.99664 0.56208
H -0.19830 3.62348 -1.35251
H 0.24825 2.19895 -2.33862
H 2.04128 -1.15399 -1.20510
H 2.61006 -3.47979 -0.62627
H 0.84801 -5.06154 0.05802
H -1.51665 -4.29919 0.17191
H -4.65676 -0.78967 -0.74482
H -4.10666 0.81981 -1.28896
H -4.06466 -0.24649 1.57930
H -3.46320 1.34795 1.09367
H -5.73850 1.98787 0.31898
H -6.34760 0.37557 0.76320
H -5.69010 0.98534 2.94213
H 2.14793 1.12678 -2.37898
H 2.52182 2.82553 -1.99876
H 4.70796 2.26158 -1.33095
H 4.42968 0.68705 -2.07439
H 5.90520 -0.03438 0.34349
H 5.33804 -0.87354 2.60324
H 3.09304 -0.50675 3.53064
H 1.37242 0.69899 2.23190
*
```

Calculated atomic charges, method Löwdin, unit e: atom 1 (O): 0.046, atom 2 (C): -0.531, atom 3 (C): -0.345, atom 4 (S): 1.046, atom 5 (C): -0.547, atom 6 (N): 0.109, atom 7 (C): -0.188, atom 8 (C): -0.001, atom 9 (C): -0.063, atom 10 (C): -0.075, atom 11 (C): -0.007, atom 12 (C): -0.063, atom 13 (C): -0.356, atom 14 (O): 0.085, atom 15 (N): 0.013, atom 16 (C): -0.179, atom 17 (C): -0.157, atom 18 (C): -0.279, atom 19 (O): -0.060, atom 20 (N): 0.019, atom 21 (C): -0.122, atom 22 (C): -0.087, atom 23 (C): -0.179, atom 24 (C): -0.036, atom 25 (C): -0.093, atom 26 (C): -0.078, atom 27 (C): 0.005, atom 28 (C): -0.159, atom 29 (H): 0.094, atom 30 (H): 0.066, atom 31 (H): 0.102, atom 32 (H): 0.106, atom 33 (H): 0.102, atom 34 (H): 0.119, atom 35 (H): 0.132, atom 36 (H): 0.094, atom 37 (H): 0.124, atom 38 (H): 0.109, atom 39 (H): 0.125, atom 40 (H): 0.124, atom 41 (H): 0.088, atom 42 (H): 0.118, atom 43 (H): 0.126, atom 44 (H): 0.120, atom 45 (H): 0.118, atom 46 (H): 0.112, atom 47 (H): 0.098, atom 48 (H): 0.103, atom 49 (H): 0.103



No. 4
Density functional theory data (ωB97M-V/def2-TZVPD) for C49H62CrGeN5SSe as an isolated structure in a non-equilibrium geometry.

HOMO energy (spin up / spin down) (eV): -3.74 / -4.01
DFT total energy (eV): -220392.392
Kohn-Sham gap (spin up / spin down) (eV): 6.02 / 6.29

The geometry in ORCA input format:
```
! wB97M-V def2-TZVPD RIJCOSX def2/J DEFGRID3
* xyz -1 5
Cr 0.05396 0.61551 0.66174
S 0.37796 0.90217 3.59976
C 1.54080 2.17790 3.67697
C 2.13411 2.54731 4.90528
C 3.12139 3.50700 4.91948
C 3.49386 4.12717 3.72817
C 2.82433 3.74824 2.57898
N 1.89683 2.80107 2.54489
H 1.79443 2.07353 5.81570
H 3.61854 3.76833 5.84750
H 4.27088 4.87979 3.69969
H 3.03212 4.22435 1.62171
N 6.16679 -0.08270 0.19036
C 4.82493 0.21487 0.35058
C 4.08533 -0.28325 1.42445
C 2.72948 -0.06397 1.47683
N 2.03378 0.61585 0.55038
C 2.76185 1.12824 -0.45346
C 4.11978 0.95772 -0.59496
H 6.65835 -0.32436 1.03525
H 6.67982 0.54752 -0.40418
H 4.56655 -0.83564 2.22139
H 2.15700 -0.42656 2.31842
H 2.21643 1.69198 -1.19399
H 4.62897 1.40817 -1.43808
C 0.14213 2.24903 -5.70568
Ge -0.11932 0.28636 -5.72001
C 1.64016 -0.52369 -6.10333
C -1.36234 -0.12693 -7.21230
C -0.87965 -0.54384 -4.10124
Se -0.60448 0.35793 -2.34139
C -1.83802 1.81777 -2.78655
H 0.78974 2.52482 -6.53852
H 0.61791 2.57249 -4.78003
H -0.79993 2.78413 -5.81834
H 1.99633 -0.21967 -7.08804
H 1.58127 -1.61131 -6.07264
H 2.36934 -0.20606 -5.35868
H -0.97113 0.25337 -8.15604
H -2.33601 0.33104 -7.03787
H -1.50558 -1.20296 -7.30975
H -0.39345 -1.50928 -3.95444
H -1.95022 -0.72361 -4.20165
H -1.48471 2.37034 -3.65350
H -1.86517 2.48162 -1.92779
H -2.82290 1.39896 -2.99385
N -2.16027 0.25740 0.70085
C -3.24677 0.99993 1.21791
C -3.64626 0.83941 2.54248
C -4.65950 1.62499 3.06361
C -5.29461 2.57382 2.27579
C -4.91434 2.71926 0.95009
C -3.90192 1.93553 0.42438
H -2.08706 -0.65782 1.12682
H -2.22408 0.14605 -0.30864
H -3.12696 0.12546 3.17238
H -4.93939 1.51084 4.10329
H -6.07481 3.19803 2.69145
H -5.39541 3.45882 0.32282
H -3.59429 2.05735 -0.60556
C -1.90850 5.66512 2.92564
C -2.01811 4.29646 3.21972
C -1.46723 3.36410 2.38345
C -0.79958 3.70574 1.18581
C -0.25092 2.69717 0.30411
C 0.27918 3.22942 -0.86346
C 0.38516 4.60173 -1.16896
C -0.08712 5.53600 -0.29716
C -0.71215 5.10238 0.89323
C -1.25789 6.05178 1.78905
H -2.33582 6.40402 3.59369
H -2.54020 3.98390 4.11639
H -1.52888 2.32717 2.65499
H 0.63237 2.56409 -1.64529
H 0.85785 4.91161 -2.09726
H -0.00679 6.59890 -0.50116
H -1.16198 7.10378 1.53883
C 3.42639 -2.18018 -3.04106
C 2.03915 -2.53062 -2.56590
C 1.32166 -3.56507 -3.15743
C 0.04450 -3.85198 -2.68813
C -0.78484 -4.93439 -3.33419
C -0.47032 -3.15225 -1.60829
C 0.27499 -2.18630 -0.88154
C 1.50985 -1.85105 -1.48050
N -0.09142 -1.66391 0.34997
C -0.51168 -2.68480 1.34505
C 0.42029 -3.92238 1.26774
C 0.13853 -4.92461 2.38637
C 0.35127 -4.25860 3.74510
C -0.60432 -3.07299 3.86539
C -2.04764 -3.56576 3.76877
C -2.25148 -4.22015 2.40332
C -1.30553 -5.41435 2.26423
C -1.97964 -3.20021 1.28846
C -0.32177 -2.07561 2.74154
H 3.49631 -1.11461 -3.26844
H 3.69378 -2.74932 -3.93187
H 4.16035 -2.39711 -2.26183
H 1.74793 -4.13958 -3.97347
H -0.26050 -5.36964 -4.18523
H -1.74090 -4.53557 -3.68007
H -0.99848 -5.73202 -2.61893
H -1.48300 -3.38401 -1.31656
H 2.12665 -1.11003 -1.01003
H 1.45505 -3.56893 1.32377
H 0.30266 -4.42168 0.30619
H 0.82037 -5.77757 2.28414
H 1.38429 -3.90585 3.81955
H 0.17570 -4.97584 4.55466
H -0.45032 -2.56945 4.82516
H -2.73661 -2.72274 3.88273
H -2.25869 -4.28534 4.56751
H -3.28727 -4.57117 2.31560
H -1.45128 -5.89757 1.29236
H -1.52208 -6.15427 3.04274
H -2.68671 -2.37053 1.40382
H -2.19473 -3.68201 0.33771
H 0.70580 -1.72589 2.82628
H -0.96226 -1.19729 2.86479
*
```

Results of the Löwdin charge analysis, in e, for atoms 1 through 99: atom 1 (Cr): 0.508, atom 2 (S): 0.635, atom 3 (C): -0.749, atom 4 (C): -0.125, atom 5 (C): -0.114, atom 6 (C): -0.112, atom 7 (C): -0.162, atom 8 (N): 0.048, atom 9 (H): 0.082, atom 10 (H): 0.091, atom 11 (H): 0.080, atom 12 (H): 0.102, atom 13 (N): 0.109, atom 14 (C): -0.318, atom 15 (C): 0.007, atom 16 (C): -0.135, atom 17 (N): -0.063, atom 18 (C): -0.122, atom 19 (C): -0.011, atom 20 (H): 0.090, atom 21 (H): 0.089, atom 22 (H): 0.114, atom 23 (H): 0.050, atom 24 (H): 0.088, atom 25 (H): 0.112, atom 26 (C): -0.227, atom 27 (Ge): 0.789, atom 28 (C): -0.215, atom 29 (C): -0.229, atom 30 (C): -0.532, atom 31 (Se): 0.981, atom 32 (C): -0.364, atom 33 (H): 0.014, atom 34 (H): 0.011, atom 35 (H): 0.011, atom 36 (H): 0.012, atom 37 (H): 0.014, atom 38 (H): 0.007, atom 39 (H): 0.009, atom 40 (H): 0.011, atom 41 (H): 0.011, atom 42 (H): -0.014, atom 43 (H): 0.016, atom 44 (H): -0.001, atom 45 (H): -0.002, atom 46 (H): 0.027, atom 47 (N): 0.056, atom 48 (C): -0.295, atom 49 (C): -0.041, atom 50 (C): -0.093, atom 51 (C): -0.108, atom 52 (C): -0.083, atom 53 (C): -0.025, atom 54 (H): 0.045, atom 55 (H): 0.040, atom 56 (H): 0.109, atom 57 (H): 0.101, atom 58 (H): 0.093, atom 59 (H): 0.100, atom 60 (H): 0.094, atom 61 (C): -0.106, atom 62 (C): -0.083, atom 63 (C): -0.088, atom 64 (C): -0.179, atom 65 (C): -0.151, atom 66 (C): -0.222, atom 67 (C): -0.103, atom 68 (C): -0.071, atom 69 (C): -0.180, atom 70 (C): -0.065, atom 71 (H): 0.089, atom 72 (H): 0.098, atom 73 (H): 0.018, atom 74 (H): 0.007, atom 75 (H): 0.091, atom 76 (H): 0.097, atom 77 (H): 0.097, atom 78 (C): -0.054, atom 79 (C): -0.282, atom 80 (C): -0.056, atom 81 (C): -0.305, atom 82 (C): -0.056, atom 83 (C): -0.038, atom 84 (C): -0.381, atom 85 (C): -0.047, atom 86 (N): -0.019, atom 87 (C): -0.438, atom 88 (C): -0.079, atom 89 (C): -0.294, atom 90 (C): -0.123, atom 91 (C): -0.281, atom 92 (C): -0.122, atom 93 (C): -0.293, atom 94 (C): -0.125, atom 95 (C): -0.077, atom 96 (C): -0.162, atom 97 (H): 0.064, atom 98 (H): 0.068, atom 99 (H): 0.077



No. 5
Density functional theory data (ωB97M-V/def2-TZVPD) for a 2-piece molecular cluster, C2H6OS2 overall in a non-equilibrium geometry.

HOMO energy (spin up / spin down) (eV): -0.55 / -3.71
DFT total energy (eV): -25888.002
Kohn-Sham gap (spin up / spin down) (eV): 4.01 / 7.17

The geometry in ORCA input format:
```
! wB97M-V def2-TZVPD RIJCOSX def2/J DEFGRID3
* xyz -1 2
S -1.30864 0.65995 1.63474
S -1.88542 2.70482 0.73418
H -2.26251 0.73781 2.56408
H -2.84957 2.34292 -0.12141
C 0.51075 -1.71189 -0.74277
C 1.21819 -0.60271 -0.81178
O 2.31373 -0.42899 -0.00983
H -0.47030 -1.72210 -1.18526
H 0.93789 -2.60390 -0.30480
H 1.14898 0.16869 -1.57764
H 2.64688 0.45541 -0.17948
*
```

Calculated atomic charges, method Löwdin, unit e: atom 1 (S): -0.118, atom 2 (S): -0.148, atom 3 (H): -0.337, atom 4 (H): -0.340, atom 5 (C): -0.022, atom 6 (C): -0.307, atom 7 (O): -0.028, atom 8 (H): 0.046, atom 9 (H): 0.055, atom 10 (H): 0.113, atom 11 (H): 0.087



No. 6
Density functional theory data (ωB97M-V/def2-TZVPD) for one molecule with the formula C3H11BNO3P in a non-equilibrium geometry.

HOMO energy (eV): -9.06
DFT total energy (eV): -20888.973
Kohn-Sham gap (eV): 9.03

The geometry in ORCA input format:
```
! wB97M-V def2-TZVPD RIJCOSX def2/J DEFGRID3
* xyz 0 1
C 2.82561 -0.36076 -0.11313
N 1.64812 0.04611 0.65542
C 0.92846 1.14848 0.00457
B -0.47978 1.27460 0.70353
C -1.79539 0.88687 -0.07489
P -2.03543 -0.85704 -0.38898
O -2.97548 -1.09867 -1.45674
O -2.56712 -1.47601 0.96702
O -0.63848 -1.51613 -0.70737
H 3.43567 -1.00537 0.50383
H 2.55078 -0.90045 -1.01860
H 3.36338 0.53352 -0.38496
H 1.04622 -0.75930 0.75453
H 1.48888 2.05183 0.21151
H 0.82400 1.01178 -1.07352
H -0.48342 1.68239 1.82380
H -2.65992 1.17837 0.50262
H -1.80549 1.39311 -1.03049
H -1.96044 -1.29552 1.70778
H -0.71017 -1.93783 -1.58593
*
```

Calculated atomic charges, method Löwdin, unit e: atom 1 (C): -0.125, atom 2 (N): -0.145, atom 3 (C): -0.236, atom 4 (B): -0.133, atom 5 (C): -0.175, atom 6 (P): 0.327, atom 7 (O): -0.252, atom 8 (O): -0.097, atom 9 (O): -0.117, atom 10 (H): 0.072, atom 11 (H): 0.073, atom 12 (H): 0.075, atom 13 (H): 0.069, atom 14 (H): 0.102, atom 15 (H): 0.098, atom 16 (H): 0.076, atom 17 (H): 0.078, atom 18 (H): 0.098, atom 19 (H): 0.098, atom 20 (H): 0.113



No. 7
Density functional theory data (ωB97M-V/def2-TZVPD) for a 8-piece molecular cluster, C5H25NO8S overall in a non-equilibrium geometry.

HOMO energy (spin up / spin down) (eV): -12.84 / -12.82
DFT total energy (eV): -34287.645
Kohn-Sham gap (spin up / spin down) (eV): 9.61 / 4.36

The geometry in ORCA input format:
```
! wB97M-V def2-TZVPD RIJCOSX def2/J DEFGRID3
* xyz 1 2
C 0.67035 0.43356 0.62190
C 1.07072 1.24868 1.87469
S 2.51758 2.36143 1.57067
C 1.65562 -0.70996 0.30427
N 1.38179 -1.84369 1.24746
C 1.07991 -3.10241 0.52706
C -0.34831 -3.04809 -0.02756
O -0.73887 -3.91655 -0.76033
H 0.60153 1.13718 -0.29086
H -0.39165 0.06589 0.73153
H 0.27544 1.85837 2.20737
H 1.35560 0.55182 2.70908
H 1.97163 3.14113 0.59447
H 2.71597 -0.33333 0.43088
H 1.49717 -1.04277 -0.71417
H 2.16134 -1.97225 1.89219
H 1.17343 -3.96218 1.23986
H 1.81845 -3.29371 -0.27165
H -0.93452 -2.22168 0.28260
H 2.49700 1.33630 -2.62864
H 1.01549 0.79113 -2.65713
O 1.60914 1.59790 -2.88061
H -3.03877 -0.15642 -1.80172
H -2.55542 -0.10357 -0.40170
O -2.35994 0.19034 -1.32226
H -0.20498 -1.48684 2.26031
H -0.69919 -0.77280 3.53622
O -0.98085 -1.32688 2.78996
H -0.30866 3.25250 -1.21168
H 1.06902 2.83336 -1.77289
O 0.64827 3.34146 -1.06269
H -0.18582 -0.88360 -3.16621
H -0.77256 -0.20826 -1.96934
O 0.02588 -0.52297 -2.34097
H -2.04943 1.88170 -1.45893
H -2.64648 3.26453 -1.19726
O -1.93071 2.83988 -1.63418
H -2.26133 -0.85141 1.78069
H -3.44727 0.10065 1.76614
O -2.95659 -0.46842 1.20342
*
```

Calculated atomic charges, method Löwdin, unit e: atom 1 (C): -0.238, atom 2 (C): -0.414, atom 3 (S): 1.140, atom 4 (C): -0.192, atom 5 (N): -0.095, atom 6 (C): -0.141, atom 7 (C): -0.228, atom 8 (O): 0.092, atom 9 (H): 0.103, atom 10 (H): 0.104, atom 11 (H): 0.082, atom 12 (H): 0.098, atom 13 (H): -0.057, atom 14 (H): 0.130, atom 15 (H): 0.091, atom 16 (H): 0.125, atom 17 (H): 0.149, atom 18 (H): 0.134, atom 19 (H): 0.087, atom 20 (H): 0.049, atom 21 (H): 0.035, atom 22 (O): -0.079, atom 23 (H): 0.041, atom 24 (H): 0.032, atom 25 (O): -0.017, atom 26 (H): -0.023, atom 27 (H): 0.080, atom 28 (O): -0.042, atom 29 (H): -0.009, atom 30 (H): -0.015, atom 31 (O): -0.113, atom 32 (H): 0.064, atom 33 (H): -0.011, atom 34 (O): -0.001, atom 35 (H): 0.011, atom 36 (H): 0.047, atom 37 (O): -0.036, atom 38 (H): 0.004, atom 39 (H): 0.053, atom 40 (O): -0.039



No. 8
Density functional theory data (ωB97M-V/def2-TZVPD) for a 2-piece molecular cluster, C3H5FO overall in a non-equilibrium geometry.

HOMO energy (spin up / spin down) (eV): -8.97 / -8.52
DFT total energy (eV): -7952.463
Kohn-Sham gap (spin up / spin down) (eV): 8.79 / 8.25

The geometry in ORCA input format:
```
! wB97M-V def2-TZVPD RIJCOSX def2/J DEFGRID3
* xyz 0 1
C -1.60790 0.45422 0.63633
C -0.74071 -0.37384 0.01792
C 0.72970 -0.07090 -0.17735
O 1.81030 -0.75259 0.38830
F 0.94535 1.27262 -0.12053
H -2.65912 0.25651 0.88662
H -1.11597 1.39691 0.87144
H -1.06433 -1.39107 -0.36205
H 1.03222 -0.31092 -2.18639
H 2.67046 -0.48094 0.04572
*
```

Calculated atomic charges, method Löwdin, unit e: atom 1 (C): 0.039, atom 2 (C): -0.141, atom 3 (C): -0.407, atom 4 (O): 0.020, atom 5 (F): 0.003, atom 6 (H): 0.074, atom 7 (H): 0.062, atom 8 (H): 0.116, atom 9 (H): 0.124, atom 10 (H): 0.109